## one
Density functional theory data (wB97M-V/def2-TZVPD) for a cluster of 12 separate species, C44H119F3N10O13 in total.

The HOMO energy comes out at -6.66 eV. The value obtained for the LUMO energy is -0.87 eV. The calculation puts the HOMO-LUMO gap at 5.80 eV.

Geometry as XYZ:
```
189
Properties=species:S:1:pos:R:3:lowdin_charge:R:1
O -1.91269 -1.86309 3.26309 0.361
H -2.66834 -2.39077 2.99447 0.144
H -1.38957 -2.44845 3.81563 0.166
H -1.34731 -1.67432 2.51056 0.158
C 1.42725 -0.04745 0.36430 -0.440
O 0.85689 0.75639 1.40012 -0.122
O 1.02128 -1.38736 0.70099 -0.306
C 1.24160 0.65120 -1.04395 -0.549
F -0.01142 1.11725 -1.21341 0.117
F 2.08526 1.68822 -1.26940 0.106
F 1.49712 -0.19665 -2.05514 0.119
C 1.50988 1.95180 1.75763 -0.318
C 0.76429 2.48320 2.91682 -0.100
H 0.50042 1.67682 3.60107 0.071
H 1.24088 3.27213 3.49867 0.073
H -0.18135 2.91387 2.58761 0.072
H 1.54716 2.71317 0.97851 0.111
H 2.55469 1.88691 2.06136 0.117
H 2.50525 0.01513 0.51295 0.124
C 2.14238 -1.57969 7.22699 -0.072
C 2.48197 -2.47494 6.03199 -0.356
C 3.71687 -3.47221 6.32624 -0.205
O 4.17737 -4.14265 5.18238 -0.181
C 4.88626 -3.27713 4.32992 -0.116
N 1.27604 -3.33376 5.59211 0.025
H 1.53573 -0.71755 6.94986 0.071
H 3.09206 -1.16783 7.56842 0.072
H 1.68480 -2.14384 8.03967 0.074
H 2.81276 -1.86588 5.19072 0.117
H 3.35754 -4.29250 6.94760 0.119
H 4.51946 -3.02035 6.90914 0.116
H 4.23362 -2.61296 3.76331 0.089
H 5.43422 -3.86493 3.59349 0.088
H 5.75265 -2.76624 4.74997 0.091
H 1.79151 -3.93653 4.96676 0.044
H 1.05799 -4.05305 6.26678 0.051
C -3.84116 -1.19229 9.52397 -0.068
C -4.39609 -1.34517 8.11495 -0.436
C -5.93530 -1.33184 8.04299 -0.191
O -6.55223 -2.45734 8.70835 -0.158
C -7.93007 -2.23734 8.72723 -0.148
N -3.84207 -0.22336 7.37252 0.009
H -4.22092 -2.03260 10.10514 0.073
H -4.22796 -0.27948 9.97704 0.082
H -2.75244 -1.22358 9.56654 0.074
H -4.00022 -2.18504 7.54399 0.134
H -6.20071 -1.36030 6.98618 0.121
H -6.22088 -0.33375 8.37518 0.123
H -8.36623 -2.97429 9.40161 0.091
H -8.46825 -2.22401 7.77945 0.085
H -8.21459 -1.26384 9.12653 0.082
H -2.84727 -0.29955 7.52955 0.060
H -4.09631 0.73008 7.58793 0.067
C -2.17156 5.85779 7.61847 -0.075
C -1.96201 4.55697 8.28895 -0.427
C -1.03813 4.69732 9.56442 -0.201
O 0.32096 5.06442 9.27264 -0.192
C 1.14960 5.09106 10.42784 -0.115
N -3.25376 4.05249 8.83099 0.029
H -2.73228 5.59707 6.72085 0.084
H -1.23812 6.36945 7.38397 0.085
H -2.72123 6.53139 8.27591 0.084
H -1.49051 3.83775 7.61924 0.138
H -0.97788 3.72676 10.05683 0.108
H -1.51220 5.34954 10.29788 0.119
H 2.18083 5.27938 10.12916 0.086
H 1.19963 4.07943 10.83059 0.079
H 0.83896 5.79584 11.19912 0.087
H -3.53069 4.73232 9.52471 0.059
H -3.10490 3.23667 9.40752 0.054
C -6.47592 -1.96463 1.29936 -0.034
C -5.46590 -2.92511 0.54348 -0.431
C -4.74417 -2.37961 -0.73183 -0.189
O -5.56913 -1.68938 -1.66944 -0.189
C -4.95319 -1.49754 -2.93617 -0.102
N -4.68855 -3.60732 1.50913 0.021
H -6.12133 -0.93741 1.38412 0.072
H -6.71882 -2.40750 2.26526 0.062
H -7.41869 -1.92815 0.75349 0.070
H -6.07341 -3.66992 0.02940 0.125
H -4.28319 -3.20556 -1.27349 0.116
H -3.91423 -1.74594 -0.41919 0.120
H -4.79117 -2.48379 -3.37109 0.080
H -3.93629 -1.11303 -2.85764 0.088
H -5.55328 -0.92737 -3.64532 0.089
H -5.29588 -4.22563 2.02772 0.083
H -4.06221 -4.23873 1.03045 0.078
C 6.23531 6.47186 -9.04823 -0.073
C 6.58049 5.32435 -8.10648 -0.429
C 5.66342 4.08531 -8.36150 -0.168
O 4.26340 4.42831 -8.25942 -0.186
C 3.75360 4.46474 -6.95553 -0.127
N 8.02933 5.02667 -8.27797 0.025
H 5.17423 6.67573 -9.19197 0.074
H 6.74647 6.27269 -9.99011 0.076
H 6.63244 7.36821 -8.57184 0.073
H 6.39676 5.65320 -7.08364 0.121
H 5.91709 3.26761 -7.68687 0.120
H 5.95798 3.78955 -9.36841 0.119
H 3.44424 3.51894 -6.51071 0.083
H 2.93774 5.18402 -6.88401 0.091
H 4.49240 4.79318 -6.22450 0.076
H 8.21090 4.65227 -9.19827 0.061
H 8.54782 5.88404 -8.15072 0.063
C -4.80018 3.30701 -1.08660 -0.059
C -5.49989 3.75881 -2.39965 -0.414
C -7.03434 3.44935 -2.42459 -0.130
O -7.67056 4.23012 -3.53919 -0.216
C -7.43275 3.81815 -4.85228 -0.139
N -5.33699 5.23893 -2.40666 0.033
H -4.66301 2.22892 -1.17021 0.065
H -5.49854 3.56603 -0.29079 0.070
H -3.83263 3.76511 -0.88145 0.073
H -5.07136 3.31449 -3.29800 0.126
H -7.50262 3.72110 -1.47857 0.115
H -7.18447 2.37135 -2.48343 0.113
H -8.11203 4.39580 -5.47917 0.090
H -7.67980 2.77918 -5.07047 0.083
H -6.39889 3.97943 -5.15762 0.081
H -5.90572 5.38950 -3.22762 0.046
H -5.79692 5.64338 -1.60355 0.070
C -1.92683 -9.14656 -0.33972 -0.067
C -0.98156 -8.02851 -0.76936 -0.461
C -1.26882 -7.56285 -2.19541 -0.185
O -0.28797 -6.63689 -2.69302 -0.216
C -0.32080 -6.27450 -4.03862 -0.104
N -1.07553 -6.95133 0.18552 0.028
H -1.81901 -9.53943 0.67127 0.078
H -1.75517 -10.00989 -0.98262 0.073
H -2.91256 -8.75627 -0.59291 0.077
H 0.04674 -8.38752 -0.72672 0.137
H -2.28134 -7.19142 -2.35333 0.127
H -1.20553 -8.44278 -2.83558 0.117
H -1.12728 -5.54711 -4.13121 0.084
H -0.54692 -7.23976 -4.49165 0.087
H 0.55464 -5.71694 -4.37152 0.089
H -0.45770 -7.13327 0.96351 0.071
H -0.58673 -6.15652 -0.20107 0.066
C -1.31014 8.97021 -1.74356 -0.070
C -0.29153 7.84541 -1.94592 -0.442
C 0.25220 7.31146 -0.58925 -0.198
O 0.56248 8.40895 0.25532 -0.214
C 0.30125 8.15221 1.64484 -0.089
N -0.89933 6.83838 -2.79170 0.033
H -1.72181 9.29529 -2.69904 0.074
H -0.91975 9.92532 -1.39216 0.073
H -2.15033 8.66297 -1.12084 0.079
H 0.52087 8.26491 -2.53931 0.130
H 1.17636 6.75014 -0.72692 0.124
H -0.57635 6.71787 -0.20293 0.117
H -0.72468 7.86882 1.87995 0.085
H 0.57142 9.10039 2.10965 0.086
H 1.03010 7.39099 1.92307 0.083
H -1.80178 6.65762 -2.37575 0.059
H -0.48606 5.92801 -2.64840 0.066
C 5.70854 -1.68984 -6.40040 -0.057
C 5.06577 -2.50063 -7.54805 -0.446
C 3.95785 -1.73218 -8.20802 -0.204
O 2.97249 -2.60798 -8.77623 -0.196
C 1.81854 -1.89235 -9.27790 -0.098
N 6.16845 -2.96760 -8.35950 0.028
H 6.27651 -2.26120 -5.66621 0.072
H 4.86785 -1.30822 -5.82099 0.068
H 6.30671 -0.84923 -6.75207 0.080
H 4.64777 -3.42778 -7.15591 0.133
H 4.30116 -1.12670 -9.04685 0.126
H 3.49718 -1.00614 -7.53813 0.117
H 1.28303 -1.33844 -8.50685 0.083
H 1.16451 -2.60033 -9.78693 0.083
H 2.11918 -1.17572 -10.04220 0.079
H 6.61746 -3.65183 -7.76762 0.065
H 5.80272 -3.56304 -9.08875 0.068
C 6.44003 -5.39661 -1.89979 -0.046
C 5.09523 -5.55791 -2.67463 -0.436
C 5.20782 -6.58915 -3.81537 -0.205
O 6.19222 -6.13753 -4.72839 -0.219
C 6.55141 -7.09070 -5.76073 -0.081
N 3.99580 -5.82405 -1.77354 0.030
H 7.24157 -5.50789 -2.63003 0.063
H 6.59977 -6.26002 -1.25397 0.074
H 6.46253 -4.41765 -1.42101 0.074
H 4.87378 -4.60488 -3.15503 0.128
H 4.26378 -6.64686 -4.35718 0.118
H 5.48865 -7.58751 -3.47992 0.122
H 5.71742 -7.13072 -6.46142 0.082
H 6.73386 -8.06252 -5.30206 0.079
H 7.45482 -6.88074 -6.33332 0.081
H 3.85138 -5.00894 -1.19489 0.075
H 3.13673 -5.85260 -2.30389 0.060
```

## two
Density functional theory data (wB97M-V/def2-TZVPD) for a cluster of 12 separate species, C44H119F3N10O13 in total.

The HOMO energy comes out at -8.56 eV. The value obtained for the LUMO energy is 0.04 eV. The calculation puts the HOMO-LUMO gap at 8.60 eV.

Geometry as XYZ:
```
189
Properties=species:S:1:pos:R:3:lowdin_charge:R:1
O -3.09392 -0.72241 2.77049 0.174
H -3.86769 -0.08801 2.60470 0.088
H -2.49349 -0.78381 1.93630 0.077
H -3.48614 -1.60473 2.90049 0.149
C -0.52015 -1.03434 0.40364 -0.421
O -0.25269 0.01548 1.34146 -0.111
O -1.83359 -1.33683 0.60254 -0.204
C -0.07982 -0.72097 -1.05949 -0.535
F 1.26977 -0.88469 -1.16311 0.100
F -0.60518 -1.56966 -1.94896 0.131
F -0.35774 0.52900 -1.46690 0.137
C 1.08466 0.50580 1.39060 -0.247
C 1.19227 1.50180 2.54356 -0.058
H 0.92151 1.07777 3.51132 0.054
H 2.19278 1.92992 2.59492 0.076
H 0.47302 2.31167 2.40186 0.052
H 1.38992 0.99336 0.46483 0.115
H 1.76335 -0.30263 1.68273 0.118
H 0.12605 -1.83818 0.78887 0.135
C 0.26335 2.36739 -8.74528 -0.072
C -0.22585 1.12191 -8.00747 -0.406
C 0.54577 0.82781 -6.72589 -0.216
O 0.30696 -0.48992 -6.28065 -0.175
C 1.04696 -0.75398 -5.08960 -0.087
N -1.68219 1.31970 -7.81638 0.046
H 0.08690 3.23508 -8.10199 0.063
H -0.29995 2.58136 -9.65518 0.076
H 1.29185 2.32901 -9.11092 0.075
H -0.09783 0.33847 -8.75966 0.139
H 0.40627 1.57126 -5.93472 0.123
H 1.60308 0.87228 -7.02874 0.125
H 0.54213 -0.30028 -4.23788 0.080
H 2.10236 -0.47584 -5.18332 0.093
H 1.19911 -1.81885 -4.92187 0.061
H -1.95982 0.41580 -7.43365 0.062
H -1.75390 1.97424 -7.03076 0.029
C 0.04229 -1.06480 5.34464 -0.065
C -0.03881 -2.55128 5.16111 -0.413
C -0.44827 -3.09566 3.75239 -0.176
O -0.11238 -4.45783 3.56077 -0.250
C -0.67794 -5.33861 4.51939 -0.087
N 1.27150 -3.11618 5.51704 0.046
H -0.86952 -0.49581 5.14161 0.073
H 0.84572 -0.63336 4.74172 0.063
H 0.34496 -0.77832 6.35489 0.080
H -0.75595 -3.01555 5.85202 0.126
H 0.03487 -2.52379 2.95720 0.118
H -1.52526 -3.00776 3.57032 0.110
H -1.71830 -5.05627 4.71206 0.101
H -0.08378 -5.33543 5.43336 0.083
H -0.75555 -6.36388 4.16032 0.082
H 1.23808 -3.44575 6.47580 0.080
H 1.36707 -3.97396 4.98240 0.044
C -5.93499 0.78695 -2.34938 -0.049
C -5.08753 -0.37753 -1.89844 -0.424
C -3.90213 -0.71093 -2.76721 -0.218
O -4.36994 -1.24800 -3.99103 -0.157
C -3.31675 -1.22366 -4.95578 -0.096
N -4.71025 -0.17356 -0.49348 0.050
H -5.44605 1.74828 -2.15124 0.071
H -6.82478 0.85812 -1.72083 0.076
H -6.19511 0.76427 -3.40648 0.082
H -5.67263 -1.30400 -1.92173 0.142
H -3.24656 -1.42315 -2.26343 0.120
H -3.30320 0.19879 -2.92378 0.106
H -3.60089 -1.92236 -5.74509 0.090
H -2.34350 -1.58460 -4.61427 0.083
H -3.18851 -0.25906 -5.45209 0.068
H -4.00542 -0.84603 -0.19036 0.058
H -4.24065 0.72864 -0.35376 0.037
C -2.74433 6.44884 -6.82823 -0.075
C -2.18190 5.02414 -6.86041 -0.443
C -2.23220 4.38506 -5.48329 -0.192
O -1.72114 3.05859 -5.45998 -0.210
C -2.16947 2.36339 -4.31384 -0.106
N -2.98518 4.33486 -7.89583 0.048
H -2.19506 7.04510 -6.09399 0.075
H -3.79032 6.38701 -6.52152 0.079
H -2.72962 6.95730 -7.78988 0.075
H -1.15627 5.07105 -7.25047 0.124
H -3.28642 4.47480 -5.19115 0.132
H -1.68659 5.00244 -4.76205 0.131
H -1.76603 1.35195 -4.25048 0.072
H -3.25139 2.21295 -4.25994 0.093
H -1.82645 2.87333 -3.40898 0.084
H -2.67279 3.36734 -7.89863 0.024
H -2.62883 4.66204 -8.78888 0.075
C -2.45004 3.69468 6.04175 -0.068
C -1.02875 3.85860 6.48528 -0.458
C -0.48892 5.25648 6.09738 -0.187
O -0.54084 5.47925 4.68827 -0.186
C 0.10846 4.50843 3.87315 -0.113
N -0.83870 3.72095 7.93820 0.026
H -3.09280 4.47290 6.45281 0.094
H -2.83607 2.67285 6.03167 0.072
H -2.49139 3.87312 4.95746 0.065
H -0.30529 3.16386 6.05643 0.122
H 0.52104 5.29805 6.51325 0.124
H -1.11147 6.01872 6.56594 0.126
H 1.18814 4.67609 3.83265 0.088
H -0.26300 4.72092 2.87057 0.091
H -0.09064 3.46456 4.10332 0.053
H -1.34551 2.87086 8.18712 0.069
H -1.41160 4.38617 8.45799 0.071
C -5.28691 2.81476 3.82756 -0.057
C -5.18766 2.37246 2.38201 -0.406
C -3.83185 2.66334 1.74703 -0.195
O -3.84370 2.34978 0.37603 -0.221
C -2.64678 2.61278 -0.31372 -0.078
N -5.33390 0.90166 2.32840 0.040
H -6.24817 2.51725 4.24359 0.083
H -5.14000 3.89012 3.92733 0.087
H -4.47900 2.32205 4.37487 0.064
H -5.98738 2.90369 1.85465 0.148
H -3.06551 2.04885 2.23585 0.127
H -3.56711 3.71041 1.93142 0.134
H -1.82440 2.01560 0.09251 0.084
H -2.37176 3.67274 -0.29503 0.098
H -2.78239 2.33616 -1.35877 0.070
H -5.46837 0.64128 1.33971 0.059
H -6.30397 0.76044 2.62142 0.103
C 2.88819 -3.90825 2.05895 -0.063
C 4.25537 -3.65045 2.63410 -0.419
C 5.35515 -3.70376 1.57371 -0.204
O 5.62651 -5.06003 1.30932 -0.188
C 6.29386 -5.33200 0.09306 -0.097
N 4.21073 -2.28776 3.21089 0.027
H 2.99005 -4.91591 1.63510 0.088
H 2.50588 -3.32335 1.22012 0.075
H 2.15610 -3.88296 2.86293 0.046
H 4.42867 -4.36339 3.44543 0.139
H 6.24798 -3.16041 1.89645 0.124
H 4.91735 -3.25949 0.67165 0.115
H 5.49964 -5.27337 -0.65943 0.062
H 6.67996 -6.34601 0.01766 0.088
H 7.08921 -4.63201 -0.17572 0.089
H 3.68824 -2.29883 4.08192 0.051
H 5.11385 -1.90385 3.47005 0.059
C 4.57535 -2.56604 -3.07909 -0.063
C 3.86959 -3.80858 -2.53818 -0.431
C 2.35891 -3.88844 -2.64304 -0.197
O 1.91906 -4.22756 -3.93337 -0.177
C 0.52835 -4.19288 -4.15782 -0.100
N 4.55429 -4.93437 -3.14730 0.040
H 4.53847 -2.45538 -4.16196 0.079
H 5.57701 -2.39023 -2.68722 0.072
H 3.99320 -1.72443 -2.66947 0.070
H 4.04192 -3.80003 -1.45531 0.106
H 1.87003 -2.96894 -2.29857 0.110
H 2.06086 -4.64612 -1.90641 0.116
H 0.22059 -4.42578 -5.17262 0.096
H 0.17243 -3.19071 -3.89753 0.056
H 0.01070 -4.85682 -3.45735 0.075
H 5.53000 -4.69629 -3.05753 0.061
H 4.27920 -5.18946 -4.08138 0.073
C -0.39827 -5.20950 -0.59411 -0.059
C -1.66406 -5.51874 0.22109 -0.402
C -1.55750 -6.79248 1.02694 -0.221
O -1.17526 -7.85260 0.18693 -0.184
C -1.31538 -9.13196 0.74802 -0.112
N -1.89918 -4.39591 1.14150 0.065
H -0.13614 -6.05471 -1.23844 0.075
H 0.48073 -5.07291 0.04395 0.076
H -0.48782 -4.33108 -1.23491 0.059
H -2.49736 -5.64304 -0.47425 0.141
H -2.57654 -6.95309 1.40882 0.127
H -0.93597 -6.70616 1.92615 0.112
H -0.72737 -9.22464 1.67007 0.086
H -0.91593 -9.79529 -0.01646 0.090
H -2.34488 -9.38078 1.02733 0.086
H -1.87869 -3.50405 0.65797 0.038
H -1.07724 -4.45079 1.73458 0.031
C 7.65695 6.65120 3.14970 -0.067
C 6.17316 6.87513 3.47357 -0.437
C 5.41433 5.57385 3.28170 -0.197
O 5.59035 5.16110 1.92561 -0.193
C 4.90492 3.97005 1.66141 -0.131
N 6.03704 7.47044 4.80247 0.018
H 7.82229 6.01549 2.28198 0.072
H 8.21637 6.18331 3.96284 0.080
H 8.11549 7.61145 2.90473 0.073
H 5.90812 7.69051 2.79101 0.132
H 4.38406 5.58455 3.65313 0.119
H 5.89173 4.78348 3.87610 0.129
H 3.81576 4.08253 1.70892 0.080
H 5.28125 3.07514 2.16640 0.092
H 5.09246 3.82623 0.59164 0.091
H 6.55416 8.34106 4.88401 0.070
H 5.10401 7.84412 4.96254 0.068
```

one is the least stable structure shown above.